ORCA calculation (ωB97M-V/def2-TZVPD) on a 18-piece molecular cluster, C72H195N15O18 overall at a distorted geometry.

Each line ends with the Mulliken charge.
Positions of all 300 atoms, in Å:
C 2.752 -3.939 6.698  -1.082
C 2.876 -5.448 6.924  0.407
C 3.211 -6.195 5.594  -0.753
O 4.336 -5.595 4.908  -0.202
C 4.916 -6.479 4.006  -0.953
N 3.793 -5.739 7.994  -0.645
H 2.260 -3.863 5.749  0.138
H 3.638 -3.319 6.759  0.308
H 2.049 -3.482 7.410  0.360
H 1.877 -5.898 7.142  0.255
H 2.353 -6.045 4.868  0.290
H 3.378 -7.282 5.765  0.426
H 4.180 -6.872 3.241  0.379
H 5.361 -7.405 4.460  0.311
H 5.742 -6.032 3.495  0.260
H 3.760 -6.713 8.311  0.257
H 4.747 -5.411 7.887  0.236
C 0.006 -0.309 4.198  0.948
C -0.298 0.481 5.412  2.015
C -1.708 1.052 5.369  -1.329
O -1.832 1.973 4.314  -0.244
C -3.114 2.274 3.885  0.262
N -0.133 -0.373 6.598  -0.828
H -0.266 0.284 3.330  -1.176
H -0.591 -1.209 4.348  0.507
H 1.074 -0.612 4.099  -0.943
H 0.358 1.311 5.520  -0.337
H -2.001 1.475 6.331  0.415
H -2.461 0.315 5.257  0.404
H -3.115 2.948 3.056  -0.199
H -3.771 2.659 4.741  0.475
H -3.689 1.395 3.565  -0.285
H 0.887 -0.489 6.667  0.104
H -0.484 -0.072 7.470  0.282
C 2.956 -2.699 2.406  -0.688
C 4.074 -3.716 2.150  1.251
C 4.365 -3.867 0.647  -0.349
O 5.344 -4.858 0.498  -0.350
C 5.596 -5.019 -0.862  -0.623
N 5.303 -3.211 2.797  -0.751
H 3.067 -1.698 1.950  -0.292
H 2.880 -2.600 3.479  0.136
H 1.995 -3.168 2.065  0.177
H 3.706 -4.666 2.526  -0.272
H 4.760 -2.934 0.319  0.385
H 3.450 -4.159 0.117  -0.060
H 6.311 -5.823 -1.004  0.334
H 5.986 -4.103 -1.325  0.272
H 4.659 -5.204 -1.399  0.155
H 6.038 -3.892 2.613  0.389
H 5.158 -3.279 3.825  0.221
C -1.086 -0.147 -5.886  -1.780
C -0.440 0.814 -4.853  0.925
C -1.419 1.558 -3.963  0.405
O -0.691 2.687 -3.400  -0.315
C -1.576 3.501 -2.764  -0.515
N 0.456 -0.042 -4.018  1.425
H -0.319 -0.407 -6.648  0.295
H -1.916 0.368 -6.426  0.502
H -1.542 -1.028 -5.467  0.301
H 0.153 1.575 -5.344  -0.335
H -1.833 0.949 -3.067  -0.599
H -2.259 1.948 -4.645  0.430
H -2.384 3.946 -3.437  0.227
H -1.067 4.394 -2.376  0.492
H -2.033 3.026 -1.941  -0.108
H 0.821 0.362 -3.158  -0.980
H 1.289 -0.301 -4.529  -0.595
C 4.094 -2.125 -7.400  -1.618
C 3.407 -1.064 -6.524  1.153
C 4.359 -0.762 -5.367  -1.676
O 3.748 -0.037 -4.237  0.735
C 4.634 0.112 -3.111  -0.568
N 3.258 0.108 -7.358  -0.629
H 3.471 -2.433 -8.247  0.430
H 4.240 -3.083 -6.939  0.353
H 5.054 -1.672 -7.787  0.328
H 2.422 -1.430 -6.137  -0.208
H 5.181 -0.169 -5.708  0.650
H 4.720 -1.714 -4.949  0.491
H 5.671 0.326 -3.354  0.430
H 4.674 -0.670 -2.350  0.206
H 4.268 1.043 -2.631  -0.292
H 2.666 0.037 -8.191  0.247
H 3.074 0.910 -6.802  0.103
C -2.305 -4.180 -4.991  -0.706
C -3.571 -4.518 -5.806  0.080
C -4.619 -5.470 -5.221  -0.344
O -3.967 -6.776 -5.146  -0.296
C -4.950 -7.776 -5.579  -0.772
N -4.349 -3.220 -6.068  -0.485
H -1.636 -3.607 -5.618  0.269
H -1.878 -5.142 -4.721  0.488
H -2.643 -3.641 -4.069  -0.163
H -3.288 -5.026 -6.731  0.367
H -5.504 -5.351 -5.854  0.516
H -4.930 -5.081 -4.214  -0.257
H -5.483 -7.377 -6.443  0.325
H -5.730 -7.917 -4.815  0.279
H -4.475 -8.729 -5.767  0.288
H -4.705 -3.158 -7.011  0.241
H -5.153 -3.212 -5.496  0.214
C 4.833 0.755 4.009  -1.399
C 3.637 0.764 5.032  2.804
C 4.241 0.260 6.346  -1.312
O 3.198 -0.105 7.214  0.027
C 3.468 -0.309 8.577  -1.008
N 3.040 2.057 5.355  -0.728
H 4.524 1.169 3.063  0.038
H 5.078 -0.302 3.858  0.311
H 5.654 1.368 4.217  0.342
H 2.872 0.089 4.650  -1.077
H 4.824 1.049 6.751  0.514
H 4.857 -0.713 6.272  0.363
H 4.425 -0.843 8.738  0.349
H 2.658 -0.878 9.030  0.245
H 3.526 0.568 9.188  0.362
H 2.592 1.994 6.212  0.325
H 2.403 2.276 4.592  -0.039
C 4.596 3.255 -5.226  -1.281
C 3.175 3.195 -4.584  2.045
C 2.910 4.118 -3.389  -0.648
O 3.614 3.658 -2.260  0.172
C 3.131 4.255 -1.071  -1.114
N 2.154 3.402 -5.666  -0.569
H 5.272 2.994 -4.459  0.147
H 4.915 4.322 -5.552  0.362
H 4.555 2.528 -6.013  0.442
H 3.071 2.195 -4.214  -1.000
H 1.800 4.122 -3.214  -0.219
H 3.156 5.198 -3.575  0.168
H 3.152 5.327 -1.136  0.613
H 3.805 3.883 -0.288  0.033
H 2.111 3.906 -0.810  0.397
H 1.308 3.657 -5.211  0.206
H 2.553 4.155 -6.234  0.302
C -6.632 5.241 -2.224  -1.148
C -5.689 4.430 -3.124  0.317
C -5.189 3.177 -2.302  0.258
O -4.625 3.477 -1.069  -0.617
C -4.231 2.312 -0.417  0.709
N -6.351 3.815 -4.292  -0.660
H -7.155 6.114 -2.694  0.414
H -6.021 5.599 -1.384  0.181
H -7.474 4.577 -1.839  0.176
H -4.835 5.081 -3.365  0.209
H -4.420 2.530 -2.811  -0.169
H -6.081 2.640 -2.152  0.002
H -5.005 1.642 0.046  0.120
H -3.546 2.643 0.384  0.206
H -3.613 1.674 -1.069  -0.503
H -5.804 3.067 -4.693  0.201
H -6.476 4.574 -5.040  0.310
C -4.688 -1.550 -3.189  -1.890
C -5.062 -0.608 -2.126  2.617
C -6.579 -0.497 -1.946  -0.179
O -7.068 0.146 -3.083  -0.370
C -8.485 0.223 -3.109  -0.686
N -4.491 -0.944 -0.791  1.508
H -5.097 -2.532 -2.968  0.326
H -3.672 -1.673 -3.417  0.040
H -5.110 -1.188 -4.162  0.448
H -4.731 0.384 -2.437  -1.280
H -6.905 0.008 -0.947  -0.644
H -6.943 -1.507 -1.920  0.861
H -8.931 -0.771 -3.404  0.271
H -8.712 0.870 -3.960  0.291
H -8.871 0.772 -2.246  0.186
H -3.477 -1.102 -0.854  -1.015
H -4.841 -1.893 -0.532  -0.273
C -0.215 3.404 0.792  -0.941
C 0.749 3.915 1.915  1.484
C 0.039 5.090 2.613  -1.501
O -0.076 6.229 1.819  -0.454
C 1.190 6.903 1.853  -0.461
N 0.965 2.947 2.985  -0.298
H -0.201 4.145 -0.047  0.241
H -1.236 3.398 1.200  0.169
H 0.028 2.436 0.308  -0.151
H 1.766 4.247 1.594  0.126
H 0.596 5.421 3.485  0.631
H -0.992 4.831 2.938  0.138
H 2.014 6.353 1.358  0.071
H 1.457 7.142 2.907  0.232
H 0.954 7.788 1.261  0.343
H 0.056 2.697 3.445  -0.287
H 1.299 2.097 2.573  0.359
C 7.899 6.592 2.342  -1.428
C 6.767 5.805 3.009  0.539
C 5.421 6.272 2.432  -1.353
O 4.289 5.531 2.800  0.317
C 3.801 6.018 4.008  -0.868
N 6.973 4.318 2.829  -0.632
H 8.769 6.439 3.041  0.319
H 7.737 7.662 2.250  0.387
H 8.327 6.324 1.369  0.253
H 6.783 5.894 4.069  0.495
H 5.361 6.328 1.374  0.419
H 5.290 7.307 2.738  0.419
H 4.542 5.983 4.816  0.360
H 2.920 5.408 4.302  0.003
H 3.489 7.036 3.899  0.434
H 6.068 3.829 3.172  0.204
H 7.028 4.134 1.822  0.067
C -1.361 0.014 0.923  0.214
C -0.708 -0.101 -0.419  1.381
C 0.803 -0.275 -0.296  -0.726
O 1.356 0.613 0.618  1.454
C 2.727 0.950 0.306  -0.240
N -1.252 -1.226 -1.188  0.645
H -2.394 0.104 0.714  -0.227
H -1.012 0.892 1.466  -1.017
H -1.153 -0.910 1.496  0.120
H -0.908 0.758 -1.027  -0.436
H 1.284 -0.125 -1.257  -0.222
H 0.947 -1.339 -0.077  0.243
H 2.804 1.397 -0.707  -0.492
H 3.348 0.021 0.346  -0.093
H 2.984 1.591 1.092  0.053
H -0.910 -2.088 -0.759  -0.249
H -0.878 -1.287 -2.106  -0.189
C -8.358 1.750 0.521  -0.562
C -7.367 2.201 1.643  2.635
C -6.724 3.608 1.322  -0.431
O -5.644 3.860 2.278  -0.091
C -5.180 5.167 2.449  -0.902
N -8.083 2.108 2.923  -0.760
H -9.228 2.414 0.444  0.552
H -8.581 0.674 0.572  0.132
H -7.915 2.007 -0.507  -0.409
H -6.599 1.460 1.730  -1.738
H -7.502 4.430 1.388  0.587
H -6.205 3.546 0.365  -0.307
H -4.691 5.161 3.395  0.272
H -6.030 5.895 2.368  0.358
H -4.440 5.490 1.655  0.211
H -8.811 2.817 3.017  0.335
H -7.540 2.496 3.734  0.275
C -3.743 -6.659 -0.728  -1.450
C -4.656 -5.541 -0.178  0.436
C -4.029 -4.698 0.941  0.628
O -3.525 -5.617 1.925  -0.394
C -4.378 -6.068 2.975  -0.787
N -5.127 -4.674 -1.263  -0.195
H -4.028 -6.928 -1.734  0.426
H -3.920 -7.540 -0.129  0.407
H -2.706 -6.431 -0.672  0.059
H -5.540 -5.998 0.246  0.434
H -4.772 -3.992 1.348  -0.131
H -3.117 -4.253 0.522  -0.357
H -5.102 -6.684 2.528  0.382
H -4.891 -5.295 3.540  0.231
H -3.780 -6.689 3.667  0.235
H -5.631 -5.215 -1.976  0.251
H -4.428 -4.091 -1.653  -0.184
C 7.719 1.942 -0.401  -1.734
C 7.006 3.072 -1.098  1.663
O 7.871 3.437 -2.219  -0.475
C 7.746 4.797 -2.617  0.448
C 9.053 5.334 -3.309  -1.311
H 8.528 2.275 0.192  0.447
H 7.105 1.356 0.236  0.384
H 8.171 1.266 -1.129  0.425
H 6.036 2.781 -1.537  -0.461
H 6.818 3.953 -0.487  -0.349
H 6.769 5.031 -3.270  -0.029
H 7.471 5.369 -1.712  0.078
H 9.475 4.543 -3.949  0.318
H 9.815 5.537 -2.564  0.293
H 8.886 6.212 -3.902  0.394
C -3.484 -2.069 3.364  -0.942
C -4.750 -1.283 3.144  0.208
O -5.554 -1.981 2.259  -0.234
C -6.668 -1.206 1.798  1.571
C -7.722 -2.222 1.414  -1.707
H -2.895 -2.075 2.425  -0.107
H -2.885 -1.656 4.144  0.444
H -3.695 -3.069 3.503  0.262
H -5.257 -1.169 4.118  0.409
H -4.578 -0.295 2.781  -0.381
H -6.973 -0.585 2.683  0.474
H -6.407 -0.481 1.043  -1.249
H -8.121 -2.728 2.307  0.425
H -7.529 -3.113 0.760  0.160
H -8.575 -1.644 0.979  0.385
C 0.026 -5.163 -0.572  -0.107
C 0.682 -5.234 -1.920  -0.285
O 0.637 -3.941 -2.475  0.098
C 1.430 -3.687 -3.593  -0.461
C 2.941 -3.454 -3.224  -0.483
H 0.669 -4.614 0.113  -0.355
H -0.929 -4.597 -0.710  -0.360
H -0.268 -6.179 -0.292  0.594
H 1.745 -5.626 -1.726  0.212
H 0.155 -5.922 -2.620  0.334
H 1.384 -4.460 -4.353  0.416
H 1.033 -2.733 -4.023  -0.117
H 3.014 -2.709 -2.444  -0.124
H 3.627 -3.215 -4.044  0.204
H 3.262 -4.409 -2.797  0.278

Results
- Charge: 0
- Spin multiplicity: 1
- Kohn-Sham gap: 9.395 eV
- M: 1559.44 g mol⁻¹
- LUMO: 0.7 eV